This record from OMol25 describes a structure of composition C23H32As2N6O12PdS4 in a non-equilibrium geometry. The level of theory is wB97M-V/def2-TZVPD.

Last column: Mulliken charge in e.
Cartesian coordinates (Å):
Pd1 0.032 -0.789 0.858  0.586
N1 0.452 2.140 -0.525  -0.072
C1 -0.801 1.669 -0.699  -0.242
N2 -1.240 0.551 -0.199  1.442
C2 -2.536 0.277 -0.561  -0.731
C3 -3.120 1.260 -1.296  -0.383
S1 -2.011 2.547 -1.589  -0.236
C4 -3.099 -0.999 -0.160  -0.963
C5 -4.397 -1.414 -0.207  -0.202
S2 -4.568 -2.965 0.542  -0.243
C6 -2.835 -2.946 0.883  -0.289
N3 -2.237 -1.898 0.412  0.451
N4 -2.192 -3.939 1.514  -0.274
H1 1.139 1.431 -0.250  -0.257
H2 0.774 2.842 -1.176  0.292
H3 -4.120 1.307 -1.669  0.515
H4 -5.257 -0.908 -0.595  0.500
H5 -2.737 -4.624 2.012  0.245
H6 -1.312 -3.630 1.944  0.312
C7 2.890 -4.236 -1.573  -0.864
N5 2.365 -2.946 -1.975  -0.217
C8 1.182 -2.403 -1.673  0.667
S3 1.068 -0.719 -1.811  -0.368
N6 0.033 -3.057 -1.468  -0.031
C9 -0.160 -4.452 -1.140  -1.026
H7 3.934 -4.264 -1.873  0.372
H8 2.369 -5.049 -2.076  0.266
H9 2.828 -4.355 -0.488  0.236
H10 3.076 -2.236 -2.094  0.310
H11 -0.706 -2.439 -1.123  -0.047
H12 0.177 -5.076 -1.966  0.325
H13 -1.227 -4.610 -1.002  0.363
H14 0.360 -4.728 -0.219  0.294
C10 3.722 -0.040 0.763  -1.008
O1 2.384 0.270 1.134  0.313
C11 2.082 0.096 2.527  0.213
O2 2.762 0.803 3.326  -0.886
C12 0.579 0.386 2.632  0.788
C13 -0.023 -0.147 3.747  0.048
As1 1.085 0.002 5.331  0.355
C14 0.092 -0.944 6.780  -1.227
C15 0.217 1.827 5.413  1.041
C16 0.026 2.637 4.371  0.229
As2 0.031 2.245 2.405  0.451
C17 1.718 3.278 2.142  -1.375
C18 -0.480 4.033 4.439  -0.527
O3 -1.507 4.303 3.846  -0.547
O4 0.183 4.999 5.053  -0.343
C19 1.479 4.792 5.594  -0.570
C20 0.135 2.221 6.838  -0.215
O5 1.120 2.129 7.539  -0.572
O6 -1.016 2.629 7.366  -0.371
C21 -2.243 2.480 6.664  -0.294
C22 -1.458 -0.154 3.885  0.342
O7 -2.070 -0.220 4.935  -0.676
O8 -2.119 -0.059 2.701  0.674
C23 -3.531 -0.041 2.858  -1.034
H15 3.833 0.307 -0.265  0.250
H16 3.890 -1.120 0.818  0.236
H17 4.414 0.484 1.425  0.286
H18 0.561 -1.924 6.902  0.406
H19 -0.968 -1.075 6.598  0.369
H20 0.236 -0.390 7.709  0.412
H21 2.486 2.885 2.808  0.355
H22 1.504 4.321 2.385  0.466
H23 2.066 3.224 1.113  0.387
H24 1.420 4.739 6.682  0.292
H25 2.068 5.661 5.302  0.284
H26 1.940 3.882 5.205  0.269
H27 -3.022 2.575 7.419  0.375
H28 -2.309 1.497 6.195  0.103
H29 -2.378 3.257 5.910  0.213
H30 -3.874 -0.994 3.270  0.311
H31 -3.961 0.133 1.878  0.244
H32 -3.821 0.758 3.543  0.390
O9 2.233 -1.351 2.861  -0.272
S4 1.418 -2.516 2.213  0.854
O10 1.561 -2.398 0.763  -0.175
O11 -0.005 -2.403 2.566  -0.759
O12 1.991 -3.727 2.701  -0.839

Values from the calculation:
- Net charge: 0
- Max |F|: 4.66 eV/Å

This record from OMol25 describes a cluster of 5 separate species, C24H46Cl2NO12S6 in total in a non-equilibrium geometry. The level of theory is wB97M-V/def2-TZVPD.

Last column: Mulliken charge in e.
Cartesian coordinates (Å):
C1 0.428 -6.904 0.549  -0.749
C2 0.681 -5.323 0.108  -0.536
C3 -0.645 -4.394 0.375  0.013
C4 -1.600 -4.154 -0.936  -0.492
C5 -2.505 -2.759 -0.861  -0.288
S1 -3.931 -2.966 0.395  1.058
O1 -4.720 -1.634 0.353  -0.611
O2 -3.244 -3.102 1.778  -0.665
N1 -4.823 -4.373 -0.129  -0.434
S2 -6.139 -4.768 0.950  1.036
O3 -7.508 -4.155 0.569  -0.691
O4 -5.873 -4.475 2.446  -0.590
C6 -6.375 -6.660 0.822  0.114
Cl1 -8.105 -7.338 0.637  -0.195
C7 -5.258 -7.643 0.868  0.134
C8 -5.541 -9.276 0.712  -0.940
Cl2 -3.490 -7.134 1.095  -0.099
H1 0.538 -7.052 1.711  0.235
H2 1.255 -7.603 0.056  0.297
H3 -0.624 -7.287 0.187  0.114
H4 1.083 -5.253 -1.002  0.284
H5 1.582 -4.946 0.789  0.247
H6 -0.275 -3.354 0.793  0.100
H7 -1.312 -4.916 1.211  0.131
H8 -2.267 -5.103 -1.202  0.169
H9 -0.882 -4.005 -1.869  0.342
H10 -2.999 -2.647 -1.931  0.375
H11 -1.861 -1.806 -0.643  -0.156
H12 -6.072 -9.404 -0.344  0.281
H13 -6.198 -9.706 1.580  0.280
H14 -4.504 -9.849 0.632  0.273
C9 1.696 1.781 0.508  -0.741
C10 2.384 1.786 -0.856  0.042
C11 1.904 0.552 -1.617  -0.842
S3 0.272 0.182 -0.991  1.311
O5 0.319 -1.091 -0.304  -0.577
O6 -0.710 0.474 -2.016  -0.779
C12 0.231 1.481 0.229  -0.796
H15 1.819 2.735 1.029  0.361
H16 2.128 0.993 1.137  0.281
H17 2.099 2.692 -1.405  -0.087
H18 3.474 1.791 -0.759  0.384
H19 1.846 0.739 -2.692  0.343
H20 2.545 -0.313 -1.423  0.398
H21 -0.315 1.146 1.113  0.432
H22 -0.270 2.344 -0.218  0.367
C13 5.111 3.941 -5.915  -0.550
C14 3.881 4.844 -5.839  -0.613
C15 2.956 4.271 -4.766  -0.733
S4 4.010 3.416 -3.604  1.245
O7 3.707 2.001 -3.664  -0.663
O8 4.038 4.151 -2.355  -0.655
C16 5.538 3.703 -4.474  -0.809
H23 5.913 4.396 -6.503  0.349
H24 4.841 2.989 -6.389  0.279
H25 4.190 5.858 -5.556  0.280
H26 3.370 4.915 -6.804  0.322
H27 2.407 5.060 -4.246  0.385
H28 2.256 3.545 -5.187  0.387
H29 6.201 2.844 -4.359  0.406
H30 6.002 4.598 -4.049  0.349
C17 -5.738 1.752 2.903  -0.656
C18 -6.264 3.171 2.695  -0.616
C19 -5.172 3.964 1.978  -0.664
S5 -4.234 2.776 1.028  1.221
O9 -2.892 2.711 1.569  -0.645
O10 -4.493 2.983 -0.383  -0.704
C20 -5.132 1.336 1.571  -0.531
H31 -6.532 1.066 3.215  0.347
H32 -4.967 1.754 3.683  0.320
H33 -7.165 3.138 2.071  0.289
H34 -6.538 3.645 3.642  0.320
H35 -5.595 4.714 1.306  0.319
H36 -4.492 4.442 2.689  0.338
H37 -4.456 0.483 1.654  0.279
H38 -5.911 1.129 0.832  0.361
C21 5.956 3.503 4.072  -0.583
C22 5.757 4.760 3.226  -0.648
C23 6.132 4.408 1.788  -0.578
S6 5.820 2.658 1.603  1.016
O11 7.084 1.986 1.384  -0.713
O12 4.678 2.467 0.732  -0.559
C24 5.312 2.370 3.287  -0.660
H39 5.510 3.608 5.066  0.341
H40 7.028 3.310 4.201  0.292
H41 4.704 5.065 3.269  0.306
H42 6.357 5.597 3.597  0.320
H43 5.527 4.963 1.067  0.298
H44 7.194 4.585 1.596  0.367
H45 5.640 1.382 3.612  0.408
H46 4.221 2.437 3.323  0.300

Values from the calculation:
- Net charge: -1
- Max |F|: 5.19 eV/Å

Number 1: frontier orbital gap 5.07 eV, E_HOMO -7.572 eV. Number 2: frontier orbital gap 6.83 eV, E_HOMO -5.358 eV.